1.
The following is a DFT calculation (ωB97M-V with the def2-TZVPD basis set) of a cluster of 2 separate species, C2H3NS2 in total.

Each line ends with the Löwdin charge.
CARTESIAN COORDINATES (ANGSTROEM)
S: -1.398 0.724 -0.587  0.704
S: 1.227 -1.188 0.425  0.515
N: -0.632 2.647 1.177  0.140
C: -0.917 1.823 0.359  -0.916
C: 0.859 -2.219 -0.829  -0.546
H: 0.051 -2.926 -0.723  -0.014
H: -0.850 3.309 1.870  0.075
H: 1.660 -2.170 -1.693  0.040

Results
Spin multiplicity   1
SMILES   N=C=S.C=S
HOMO level   -8.721 eV
E_LUMO   -0.0171 Ha

---

2.
The following is a DFT calculation (ωB97M-V with the def2-TZVPD basis set) of a cluster of 2 separate species, C5H6N in total.

Each line ends with the Löwdin charge.
CARTESIAN COORDINATES (ANGSTROEM)
N: -1.167 0.722 -0.554  0.198
C: -1.716 0.038 1.908  0.349
C: -1.427 0.213 0.697  -0.303
C: 0.737 -1.171 -0.439  0.058
C: -0.101 -0.062 0.042  -0.372
C: 1.262 0.111 0.360  0.006
H: -1.592 0.403 -1.335  0.108
H: 1.615 -0.313 1.275  0.117
H: 1.955 0.928 -0.024  0.158
H: -1.228 2.549 -0.869  0.448
H: 0.887 -1.428 -1.400  0.078
H: 0.775 -1.990 0.340  0.155

Results
Spin multiplicity   1
HOMO level (alpha / beta)   -15.490 / -15.714 eV
Total charge   +1
E_LUMO (alpha / beta)   -0.3068 / -0.2741 Ha